Entry 1:
ORCA calculation (wB97M-V/def2-TZVPD) on a structure of composition C16H36Cl4FN4O6V.

Values from the calculation:
ΔE to the lowest compared entry with this formula, charge and spin = 0.164 eV
energy = -113912.3899 eV
multiplicity = 1

XYZ file:
```
68
Properties=species:S:1:pos:R:3:forces:R:3
O 0.90741 -2.25027 0.03973 -1.5 4.1 0.2
V 0.52045 -0.67637 0.14089 0.2 -2.9 -0.2
O -1.06999 -0.48173 0.02957 3.2 -0.6 0.2
F 3.59619 0.63371 0.48188 -1.8 -0.6 -0.1
C 0.10944 5.64918 3.33668 1.0 -1.3 -0.2
C 0.90426 4.47861 2.71260 -0.4 0.6 -0.6
O 0.43941 3.80010 1.81367 -0.6 -0.4 -0.2
N 2.17368 4.27594 3.11014 -0.6 -0.3 0.8
C 2.91243 5.06535 4.08387 0.2 -0.3 -1.5
H 0.30227 5.58857 4.40778 -0.4 0.5 0.1
H -0.94564 5.52023 3.09526 0.2 0.1 0.1
H 0.51852 6.56318 2.90616 -0.2 0.2 0.2
H 2.62806 3.48901 2.66925 0.0 0.1 -0.1
H 3.75427 4.42233 4.34067 0.0 0.5 0.5
H 2.31659 5.40246 4.93206 0.2 -0.3 0.0
H 3.25789 5.90804 3.48501 0.5 0.5 0.7
C 1.89876 0.03176 -5.57882 0.7 1.2 -0.2
C 0.77280 -0.64239 -4.89444 1.3 0.1 -0.1
O 0.81391 -0.65979 -3.68031 -0.9 -0.2 1.3
N -0.13887 -1.25411 -5.63103 -1.5 -1.3 -1.1
C -1.22741 -2.02126 -5.08850 -1.2 0.2 0.9
H 2.77395 -0.61505 -5.51742 0.0 0.0 -0.2
H 2.10075 0.89800 -4.94880 0.3 0.0 0.0
H 1.76818 0.43833 -6.58170 -0.2 -0.5 -0.1
H -0.05831 -1.41556 -6.62478 0.6 0.7 0.2
H -2.10438 -1.40437 -4.89232 0.0 0.4 -0.1
H -1.01589 -2.44136 -4.10520 0.4 -0.3 -0.3
H -1.59766 -2.76150 -5.79776 0.5 -0.2 0.1
C -1.28846 5.32348 -3.05369 -0.2 -0.3 0.1
C -2.58687 4.59077 -3.35264 0.5 1.1 -0.3
O -3.21712 4.85858 -4.36093 -0.1 -0.3 -0.2
N -3.00577 3.69402 -2.45127 0.0 -1.2 0.5
C -4.16255 2.83336 -2.64980 -0.2 0.9 0.3
H -1.47283 6.39178 -3.16694 0.0 -0.1 0.1
H -0.55019 5.03111 -3.80040 0.0 0.0 0.0
H -0.90052 5.09493 -2.06103 0.1 0.1 0.0
H -2.53650 3.53084 -1.57192 0.3 0.4 -0.4
H -3.88705 1.80314 -2.42437 -0.2 0.0 -0.1
H -4.57929 2.95685 -3.64939 0.4 -0.1 0.0
H -4.90959 3.22122 -1.95728 -0.4 -0.6 0.1
C 2.86610 -1.68030 5.19210 0.3 -0.5 0.0
C 1.50783 -2.23592 4.76999 0.1 2.7 -1.5
O 0.87092 -1.61121 3.91400 0.1 0.0 -0.1
N 0.98009 -3.31306 5.31406 0.4 -0.5 0.0
C -0.36349 -3.75977 4.95965 -0.2 -1.0 1.8
H 2.91350 -1.32375 6.22104 -0.3 -0.2 0.1
H 3.16144 -0.84210 4.56100 -0.4 -0.2 -0.1
H 3.64627 -2.43189 5.07144 0.0 -0.2 0.1
H 1.56982 -3.82730 5.95270 -0.5 -0.2 0.0
H -0.94764 -3.60686 5.86710 -0.4 0.0 0.0
H -0.30281 -4.84243 4.84889 -0.3 0.0 -0.5
H -0.93294 -3.26452 4.17317 1.1 0.1 -0.2
Cl -4.74710 -3.78123 0.35385 0.2 0.0 0.1
C -6.36921 -3.20627 0.82228 0.0 0.4 -0.1
C -7.38562 -4.13368 0.21423 -0.7 -0.8 0.0
Cl -9.03162 -3.44506 0.14237 -0.1 0.4 0.1
H -6.48531 -2.19500 0.43246 0.1 -0.1 0.0
H -6.40015 -3.18090 1.91155 -0.1 0.0 -0.2
H -7.52917 -5.03241 0.81403 0.4 0.0 -0.1
H -7.16090 -4.42484 -0.81184 0.3 0.2 0.2
Cl 7.53807 -4.10229 0.01665 1.6 0.2 0.6
C 5.84156 -4.22317 -0.29098 -0.5 -0.6 -0.9
C 5.61515 -3.90580 -1.80040 -0.3 1.1 1.8
Cl 6.45657 -5.01032 -2.89259 -0.5 -0.1 0.0
H 5.32015 -3.56257 0.40172 -0.1 0.3 -0.5
H 5.57794 -5.24039 -0.00136 -0.3 0.0 -0.4
H 6.03464 -2.91348 -1.96614 0.1 -0.1 -0.1
H 4.54154 -3.77461 -1.93547 0.0 -0.7 -0.6
```
Forces are in eV/Å.

Atom charges from the Mulliken analysis, given in e for atoms 1 to 8: -0.512, 1.860, -0.589, -0.791, -1.076, 0.688, -0.667, -0.174

=====

Entry 2:
ORCA calculation (wB97M-V/def2-TZVPD) on a cluster of 8 separate species, C16H36Cl8O4S2 in total.

Values from the calculation:
energy = -147212.3337 eV
multiplicity = 1

XYZ file:
```
66
Properties=species:S:1:pos:R:3:forces:R:3
C -0.32431 -4.42919 -1.03853 1.3 1.0 0.4
S -0.45787 -2.63597 -0.64869 -1.4 -1.5 0.6
O -1.02300 -2.07879 -1.89572 -0.2 0.9 -1.1
C -1.92199 -2.84119 0.46511 0.6 -0.3 -1.8
H -0.19685 -4.96598 -0.06688 -0.2 0.1 -1.1
H 0.59691 -4.42815 -1.65455 -0.3 -0.5 0.5
H -1.15538 -4.70192 -1.69208 -0.1 0.0 0.5
H -1.43786 -3.21929 1.34812 -0.4 -0.3 0.8
H -2.62078 -3.57332 -0.06665 0.8 1.2 1.0
H -2.27751 -1.81202 0.57347 -0.3 -0.4 0.2
C -1.14813 -0.50827 -4.69972 -1.5 1.8 -0.8
S -2.53788 -1.01537 -5.82098 1.7 0.0 -0.6
O -2.40129 -0.17719 -7.06103 -0.2 -0.3 0.8
C -1.72597 -2.62060 -6.26780 -1.0 1.1 1.6
H -0.25790 -0.56365 -5.26695 1.0 -0.3 -0.7
H -1.09830 -1.09338 -3.81735 0.0 -0.6 0.8
H -1.29376 0.58391 -4.49746 -0.1 -0.9 0.1
H -1.90471 -3.25895 -5.40856 0.3 -0.3 0.1
H -0.68439 -2.43615 -6.45709 0.3 -0.1 -0.3
H -2.31613 -2.96728 -7.07230 -0.2 -0.5 -1.1
C 6.30812 1.50899 -0.75300 0.0 0.9 0.3
Cl 7.37758 1.23317 -2.10904 0.3 0.2 -0.3
Cl 4.65427 1.11907 -1.16464 -0.5 -0.4 0.1
H 6.70191 0.92410 0.05390 -0.3 -0.5 0.4
H 6.27457 2.55406 -0.42194 0.4 -0.2 -0.5
C 1.68712 -1.97878 2.23260 -0.6 -1.4 -1.1
Cl 2.47056 -2.99530 0.92861 0.1 0.5 0.8
Cl 0.89455 -3.06708 3.41559 0.1 0.4 -0.3
H 2.44910 -1.43724 2.75532 0.2 0.2 0.0
H 0.92668 -1.40342 1.67712 0.4 0.0 0.7
C -3.29129 0.07746 -2.04163 0.5 1.0 -1.2
Cl -4.50611 -0.56981 -1.02783 -0.5 -0.3 0.8
Cl -3.76573 1.62563 -2.80575 0.0 -0.3 0.1
H -2.32645 0.24869 -1.63900 0.5 0.3 1.5
H -3.03351 -0.63160 -2.77826 -0.4 -0.7 -1.2
C -5.50802 0.49285 2.22361 0.5 0.2 -0.6
Cl -5.67473 -0.89067 3.27827 0.0 -0.2 0.3
Cl -4.92847 1.96036 3.00228 0.2 0.2 0.4
H -4.78356 0.24241 1.44786 -0.3 0.0 0.2
H -6.46156 0.75376 1.80237 -0.3 -0.2 -0.2
C 2.95057 1.10031 3.24146 -1.6 0.5 0.0
C 2.53717 1.95679 4.48226 -0.2 -1.7 0.7
C 2.27054 3.34964 3.97269 -0.4 0.0 -0.6
O 2.84310 3.39656 2.62670 -1.2 0.7 1.1
C 3.54253 2.21482 2.41906 0.3 -0.7 0.3
H 2.08343 0.64294 2.63972 1.0 0.7 1.2
H 3.67640 0.32539 3.48969 -0.1 0.0 0.0
H 3.38395 1.96653 5.18927 -0.3 0.0 -0.3
H 1.67560 1.53958 5.03754 0.4 0.2 -0.3
H 2.73826 4.03860 4.68669 -0.1 0.4 -0.6
H 1.18288 3.56278 3.89051 0.7 0.0 0.0
H 4.55312 2.37193 2.67851 1.6 0.1 0.6
H 3.54631 1.92531 1.41582 -0.2 0.0 -1.9
C -0.22301 2.22523 -0.24435 0.0 0.4 0.0
C -0.71922 2.42792 1.22767 0.1 1.9 -1.3
C -1.21016 1.06097 1.53962 -0.4 -1.0 0.0
O -0.42033 0.10378 0.80857 -0.2 0.3 0.3
C 0.28943 0.79129 -0.24121 -0.4 -1.1 -0.2
H 0.57912 2.87133 -0.58558 0.1 0.4 0.3
H -1.04574 2.40870 -0.97900 0.4 -0.5 0.6
H -1.58021 3.11856 1.25425 0.3 -0.2 -0.1
H 0.03097 2.94409 1.86305 -0.1 -1.0 -0.2
H -2.24927 0.94976 1.15014 0.4 0.1 0.6
H -1.12804 0.83132 2.59673 -0.3 -0.3 0.1
H 0.07204 0.27007 -1.18871 0.1 0.2 0.2
H 1.34265 0.58192 -0.00188 0.1 0.9 -0.3
```
Forces are in eV/Å.

Atom charges from the Mulliken analysis, given in e for atoms 1 to 8: -1.120, 0.562, -0.808, -0.630, 0.344, 0.356, 0.401, 0.420

=====

Entry 3:
ORCA calculation (wB97M-V/def2-TZVPD) on a structure of composition C16H36ClCs2F2LiN3O12S.

Values from the calculation:
ΔE to the lowest compared entry with this formula, charge and spin = 0.000 eV
charge = +1
energy = -76285.4229 eV
multiplicity = 1

XYZ file:
```
74
Properties=species:S:1:pos:R:3:forces:R:3
C -0.07089 -3.84360 1.10253 -0.8 -0.4 0.1
C 0.71723 -2.53505 1.04732 -0.6 -1.0 -0.3
F 2.04779 -2.82663 1.31497 0.6 0.0 -0.4
C 0.54947 -1.71815 -0.26970 0.4 1.3 0.7
C -0.38794 -2.24026 -1.35375 -0.2 -0.8 0.2
O 0.20321 -3.08278 -2.31930 0.3 0.2 -0.4
O 0.03619 -4.43928 -1.93355 -0.5 -0.3 0.0
C 1.87827 -1.18905 -0.89101 -1.4 0.5 -0.1
C 2.20084 0.03298 -0.03782 0.8 0.1 0.6
C 3.46205 0.84864 -0.31926 -0.5 0.8 -0.2
C 3.25193 2.19679 -1.00506 0.4 0.0 -0.1
C 2.55457 2.16010 -2.34812 0.0 0.5 -0.4
C 3.51405 1.94213 -3.52431 -0.9 0.6 -0.3
S 2.74417 0.97859 -4.79996 1.8 -1.8 0.4
O 3.51988 0.93634 -5.98371 0.1 1.4 -1.3
O 2.56139 -0.33260 -4.26888 -1.3 -0.5 1.1
O 1.34555 1.67333 -5.10517 0.3 0.3 0.1
C 0.83123 0.67424 0.00452 -0.7 -1.1 0.3
O 0.38053 1.78200 -0.06645 0.3 0.9 0.0
N -0.02931 -0.41778 0.17589 -0.2 -0.1 -0.6
H 0.62919 -4.65240 1.27192 0.1 -0.2 0.1
H -0.61919 -4.09677 0.20068 0.3 0.0 -0.1
H -0.81117 -3.89209 1.94156 1.2 0.1 -1.0
H 0.38524 -1.90142 1.85523 0.5 0.0 0.0
H -1.23612 -2.78130 -0.93816 -0.2 0.0 0.2
H -0.81254 -1.40960 -1.91010 0.3 0.3 -0.3
H 0.93094 -4.75430 -1.76621 0.3 0.2 0.0
H 1.49689 -0.75195 -1.81460 0.6 -0.4 -0.7
H 2.65856 -1.90393 -1.07602 0.3 -0.2 0.1
H 2.34537 -0.30593 0.98757 -0.2 -0.3 0.2
H 3.91544 1.06992 0.63617 0.2 0.0 0.2
H 4.21223 0.27876 -0.85788 -0.1 -0.4 -0.2
H 4.24547 2.61344 -1.17492 0.2 0.1 0.0
H 2.74454 2.93290 -0.39106 -0.3 -0.1 0.2
H 2.11772 3.14609 -2.48564 -0.4 0.2 0.3
H 1.73513 1.44294 -2.36419 0.0 -0.3 0.1
H 4.44814 1.48029 -3.23945 0.1 -0.6 -0.2
H 3.74878 2.89569 -3.98412 0.2 0.2 -0.1
H 0.95664 1.94712 -4.26093 -0.1 0.1 0.1
H -0.97311 -0.21345 -0.11021 -0.1 0.1 0.1
C 7.59071 0.45653 0.62629 0.0 0.3 0.0
O 6.47626 1.31647 0.40647 0.1 -0.2 0.0
H 7.22065 -0.56339 0.68694 -0.1 0.0 0.0
H 8.30265 0.52984 -0.20020 0.1 -0.1 0.0
H 8.09374 0.71017 1.56307 0.1 -0.1 0.0
H 6.80945 2.21561 0.35395 -0.1 0.1 0.0
C -4.08334 0.59891 3.43282 0.3 -0.5 0.2
C -4.23323 0.34221 1.94144 0.4 0.4 -0.3
C -4.01850 -1.13266 1.58442 0.6 0.8 0.0
C -2.61979 -1.54761 1.98976 -1.5 4.3 -3.9
N -1.55358 -1.81877 2.26622 2.3 2.0 -0.6
H -3.07269 0.36063 3.78114 0.0 0.1 -0.1
H -4.26898 1.64991 3.64631 -0.8 -0.6 -0.9
H -4.79638 0.01244 4.01668 -0.1 0.1 0.0
H -3.51090 0.95563 1.39752 0.1 -0.1 0.1
H -5.21982 0.65073 1.62006 -0.1 -0.1 0.0
H -4.13543 -1.28390 0.51100 0.1 0.0 -0.1
H -4.76315 -1.77272 2.10139 0.2 1.0 -0.8
O -7.30431 0.14971 1.82457 -0.2 -0.2 0.0
H -7.56576 0.02308 0.90992 -0.1 0.0 0.0
H -7.94775 -0.37057 2.32152 0.0 0.1 0.1
Cl -0.84986 -3.75860 4.03450 0.9 -0.5 1.8
Li -3.69174 2.74349 4.52848 1.4 0.9 0.2
N -0.45169 3.16438 2.50924 1.3 -1.2 0.8
O -0.04045 4.28628 2.13481 2.9 -5.1 5.0
O -1.70488 2.96230 2.61579 -1.4 0.5 0.3
O 0.31599 2.27568 2.76605 0.1 -0.3 0.1
O -7.36078 -0.53670 -1.84387 0.0 0.1 -0.2
H -8.03163 0.11469 -2.15611 0.1 -0.1 0.0
H -6.44538 -0.19613 -1.98373 -0.1 -0.1 -0.1
H -7.48759 -1.41216 -2.27943 0.0 0.1 0.0
Cs -3.42144 -3.19885 3.28959 -3.9 -7.1 5.4
F 1.32963 4.67158 -1.23319 -0.6 0.3 0.3
Cs -0.98838 5.65784 0.89774 -3.0 5.6 -5.9
```
Forces are in eV/Å.

Atom charges from the Mulliken analysis, given in e for atoms 1 to 8: -1.220, 0.071, -0.505, 2.344, -2.374, -0.265, -0.378, -0.991

=====

Respective highest occupied orbital energy values: -0.3239; -0.3233; -0.3030 Ha.